An isolated molecule of C5H9NO, computed with ωB97M-V with the def2-TZVPD basis set.

highest occupied orbital energy	-0.337	hartree
energy relative to the best compared isomer or geometry (same formula, charge and spin)	296.1	kJ/mol
orbital gap	10.32	eV
E_tot	-325.82479	Ha
2S+1	1

Positions of all 16 atoms, in Å:
C -2.075 -0.495 0.199
C -1.158 0.619 0.667
N 0.000 0.252 1.486
C 0.232 0.942 0.224
C 1.038 0.243 -0.830
C 2.258 -0.458 -0.419
O 1.073 -1.174 -0.762
H -3.080 -0.107 0.006
H -2.155 -1.214 1.026
H -1.734 -1.054 -0.678
H -1.690 1.481 1.073
H 0.165 -0.738 1.287
H 0.552 1.975 0.369
H 0.995 0.665 -1.836
H 3.088 -0.585 -1.111
H 2.524 -0.471 0.639